{
  "formula": "C3H4O2",
  "method": "ωB97M-V/def2-TZVPD",
  "species": ["C", "C", "C", "O", "O", "H", "H", "H", "H"],
  "positions_angstrom": [[-2.675111, 0.011768, -0.292185], [1.461310, -0.683016, -0.132683], [2.447359, 0.162454, -0.202695], [-2.444560, -1.189680, 0.217639], [0.516980, -1.369460, 0.004722], [-3.440311, 0.368133, 0.443220], [2.154742, 1.194398, -0.125470], [3.474695, -0.112435, -0.181756], [-1.892405, -1.864924, -0.278855]],
  "atomic_forces_ev_per_a": [[0.296, -1.486, 0.154], [-1.574, -0.944, 0.618], [-0.239, 0.240, 0.062], [-0.270, -0.593, -0.280], [1.385, 0.692, -0.477], [0.320, 0.222, -0.089], [0.014, 0.250, -0.113], [0.404, -0.284, -0.117], [-0.337, 1.902, 0.241]],
  "orbital_gap_ev": 9.389,
  "e_above_lowest_kj_mol": 415.26,
  "e_lumo_ha": 0.0260,
  "homo_energy_ev": -8.7
}

***

{
  "formula": "C27H50BrClF2O10S",
  "method": "ωB97M-V/def2-TZVPD",
  "species": ["C", "C", "C", "Br", "C", "C", "C", "C", "C", "Cl", "C", "C", "C", "C", "C", "C", "F", "C", "C", "O", "S", "O", "O", "C", "O", "C", "C", "F", "H", "H", "H", "H", "H", "H", "H", "H", "H", "H", "H", "H", "H", "H", "H", "H", "H", "H", "H", "H", "H", "H", "H", "H", "H", "H", "H", "H", "H", "H", "H", "H", "H", "H", "C", "C", "O", "C", "O", "O", "C", "H", "H", "H", "H", "H", "H", "H", "H", "C", "C", "O", "C", "O", "O", "C", "H", "H", "H", "H", "H", "H", "H", "H"],
  "positions_angstrom": [[-1.947604, -5.264389, -0.360634], [-0.708344, -4.518615, 0.117949], [-0.213154, -3.259728, -0.663786], [-1.083910, -3.182526, -2.419498], [-0.306230, -1.948209, 0.159822], [1.009460, -1.031052, 0.136149], [1.057635, -0.448720, -1.313619], [2.349545, -0.152658, -2.071447], [3.191434, -1.322424, -2.567009], [2.235477, -2.493771, -3.506996], [2.244936, -1.905392, 0.537808], [1.904538, -2.925491, 1.667452], [3.550995, -1.242773, 1.045556], [4.395762, -0.265397, 0.233405], [0.795447, 0.070574, 1.214404], [1.782603, 1.219831, 1.342427], [1.962864, 1.837400, 0.110121], [1.336701, 2.268281, 2.382815], [0.658117, 3.510696, 1.789378], [-0.482344, 0.755649, 1.074202], [-1.757393, -0.097922, 1.407260], [-1.613165, -0.806289, 2.644256], [-2.886797, 0.769753, 1.285950], [-1.675926, -1.240858, 0.001712], [-2.651067, -2.242586, 0.253752], [-2.053932, -0.380417, -1.228119], [-3.537968, -0.342354, -1.557620], [-3.932155, -1.477086, -2.252799], [-2.204326, -5.999218, 0.408018], [-2.812314, -4.617646, -0.472946], [-1.771859, -5.831134, -1.271769], [0.111123, -5.240114, 0.122431], [-0.877716, -4.242664, 1.156626], [0.813433, -3.456039, -0.949445], [-0.383848, -2.291290, 1.189362], [0.480068, -1.096362, -1.970043], [0.500828, 0.487916, -1.294277], [2.022852, 0.351880, -2.988297], [2.990768, 0.581407, -1.589758], [3.943043, -0.936029, -3.253274], [3.717273, -1.859954, -1.788187], [2.498305, -2.505779, -0.335794], [2.796494, -3.173756, 2.236577], [1.530096, -3.854164, 1.257622], [1.193705, -2.528177, 2.389856], [4.223673, -2.072606, 1.267876], [3.354044, -0.803519, 2.026493], [5.326316, -0.097251, 0.779390], [3.954587, 0.713424, 0.066847], [4.694469, -0.654777, -0.736749], [0.794257, -0.424022, 2.190453], [2.758086, 0.878639, 1.657702], [0.712601, 1.800278, 3.140945], [2.233529, 2.610823, 2.901854], [-0.037711, 3.267899, 0.995480], [0.139196, 4.029949, 2.595352], [1.422355, 4.195869, 1.431936], [-3.324014, -1.918463, 0.857011], [-1.782174, 0.658039, -1.033975], [-1.538532, -0.664278, -2.136627], [-3.698782, 0.503930, -2.226937], [-4.165505, -0.221478, -0.679657], [-2.550819, 1.516253, 5.207581], [-1.461365, 2.542519, 5.001776], [-1.772616, 3.801737, 5.620073], [-1.566456, 3.856780, 6.932125], [-1.105930, 2.983479, 7.619268], [-1.929893, 5.067176, 7.356935], [-1.789883, 5.263141, 8.765539], [-3.508544, 1.908076, 4.862720], [-2.322407, 0.612514, 4.644320], [-2.656743, 1.252051, 6.259307], [-1.357960, 2.772902, 3.942151], [-0.498222, 2.186144, 5.369154], [-0.780930, 5.023351, 9.092983], [-2.508989, 4.649476, 9.305627], [-1.996629, 6.313802, 8.945211], [-1.463227, -0.811756, -5.535807], [-0.106987, -0.912990, -6.197253], [-0.078881, -0.235727, -7.465965], [0.046116, 1.084803, -7.399271], [0.178469, 1.740545, -6.398592], [0.029487, 1.565895, -8.642841], [0.126871, 2.988965, -8.725231], [-2.246236, -1.176754, -6.201541], [-1.473186, -1.405186, -4.622412], [-1.696954, 0.220900, -5.276957], [0.129090, -1.949938, -6.428077], [0.682426, -0.522036, -5.557295], [0.995636, 3.351407, -8.180605], [-0.775902, 3.453049, -8.331344], [0.228643, 3.223080, -9.780593]],
  "atomic_forces_ev_per_a": [[-0.108, -0.279, 0.355], [-0.034, -0.040, -0.186], [-0.222, -0.384, 0.137], [0.040, -0.334, -0.135], [0.486, 0.135, 0.151], [-0.636, 0.171, -0.696], [0.180, 0.217, 0.193], [-0.119, 0.119, -0.579], [0.268, 0.441, -0.048], [-0.061, -0.213, -0.009], [0.030, -0.464, 0.554], [0.127, 0.289, -0.198], [0.221, 0.126, -0.114], [0.355, 0.194, 0.050], [0.497, -0.154, 0.141], [-0.215, 0.473, 0.536], [-0.005, 0.202, -0.171], [0.230, 0.256, -0.300], [0.229, -0.159, 0.526], [0.030, -0.128, -0.008], [-0.571, 0.096, 0.083], [0.441, -0.160, 0.015], [0.097, 0.131, -0.171], [-0.539, 0.100, 0.196], [0.374, -0.108, -0.112], [-0.169, 0.324, -0.071], [0.282, 0.077, -0.139], [-0.071, -0.068, 0.073], [0.028, 0.000, -0.003], [0.037, 0.101, -0.167], [-0.025, 0.177, -0.156], [0.087, 0.021, 0.013], [0.050, 0.155, 0.058], [0.093, 0.273, -0.006], [-0.006, -0.130, 0.001], [0.096, -0.165, 0.080], [0.010, 0.019, -0.008], [-0.073, 0.024, 0.039], [-0.081, -0.210, 0.074], [0.046, -0.017, 0.010], [-0.186, -0.221, -0.065], [0.001, 0.099, -0.052], [0.099, -0.044, -0.040], [-0.273, -0.124, 0.066], [-0.102, -0.050, 0.039], [-0.082, -0.141, -0.055], [0.006, -0.125, 0.054], [-0.003, 0.009, 0.079], [-0.036, -0.066, 0.052], [0.012, -0.023, 0.115], [-0.078, 0.037, 0.058], [-0.094, -0.241, -0.127], [-0.122, -0.162, -0.043], [0.003, -0.057, 0.083], [-0.097, 0.054, -0.060], [-0.151, 0.040, -0.090], [-0.067, 0.017, -0.300], [-0.255, 0.046, 0.049], [0.137, -0.001, -0.005], [0.113, -0.127, 0.111], [-0.092, 0.054, 0.034], [-0.100, -0.078, 0.063], [-0.180, 0.054, 0.180], [0.082, -0.273, -0.240], [-0.052, 0.025, -0.037], [0.116, 0.119, -0.077], [-0.013, -0.108, 0.086], [-0.049, 0.036, 0.023], [-0.015, 0.101, 0.104], [0.027, -0.014, -0.091], [0.012, 0.003, -0.038], [0.098, 0.009, 0.015], [-0.047, 0.103, 0.019], [-0.031, 0.031, 0.106], [-0.001, -0.061, -0.008], [0.046, -0.052, 0.011], [-0.027, 0.008, -0.070], [-0.090, 0.185, -0.083], [-0.022, -0.224, 0.242], [-0.040, -0.024, -0.026], [0.145, -0.068, -0.093], [-0.046, 0.080, 0.108], [-0.034, 0.022, -0.040], [0.008, 0.110, -0.096], [0.029, -0.082, 0.023], [-0.004, -0.039, 0.004], [0.057, 0.015, 0.024], [0.018, 0.031, -0.102], [-0.006, 0.076, -0.016], [-0.018, -0.011, 0.057], [0.028, 0.011, 0.063], [-0.018, -0.070, -0.018]],
  "orbital_gap_ev": 10.314,
  "e_lumo_ha": 0.0168,
  "homo_energy_ev": -9.9
}

***

{
  "formula": "CH2NO3P",
  "method": "ωB97M-V/def2-TZVPD",
  "species": ["C", "N", "O", "O", "O", "P", "H", "H"],
  "positions_angstrom": [[-1.239746, 1.079604, 0.265184], [-2.364708, 1.425550, 0.142387], [2.086824, -1.535081, 0.411046], [1.132229, -1.601795, -1.883055], [-0.094904, 0.970796, 0.280131], [1.762042, -0.680347, -0.969299], [1.891671, -0.902043, 1.146139], [-3.173408, 1.243316, 0.607467]],
  "atomic_forces_ev_per_a": [[-0.192, 0.846, 0.120], [0.539, 0.632, -1.539], [-0.083, 1.615, 1.087], [-2.163, -2.466, -3.534], [1.663, -0.522, 0.420], [2.356, 1.433, 2.515], [0.257, -0.892, -0.414], [-2.377, -0.648, 1.345]],
  "orbital_gap_ev": [6.901, 8.448],
  "e_above_lowest_kj_mol": 0.00,
  "e_lumo_ha": [0.0153, -0.1136],
  "multiplicity": 3,
  "s_squared": 2.009,
  "homo_energy_ev": [-6.5, -11.5]
}

***

Q: What is the formula in the second record?
A: C27H50BrClF2O10S